(1)
Entry from OMol25: C3H4NOP in the gas phase in a non-equilibrium geometry (ωB97M-V/def2-TZVPD).

DFT total energy, a.u.: -587.89669
Orbital gap (spin up / spin down), eV: 7.485 / 7.486
Relative energy (zero: lowest compared OMol25 entry of this formula, charge and spin), kJ/mol: 340.6
HOMO (spin up / spin down), Ha: -0.3302 / -0.3302
Max |F|, eV/A: 4.08

Geometry as ORCA input:
```
! wB97M-V def2-TZVPD RIJCOSX def2/J DEFGRID3
* xyz 0 1
O -1.19551 -1.15237 0.39364
C -1.64893 -0.03040 0.51873
N -1.09536 1.15393 0.57734
C 0.10500 1.30844 0.05408
C 0.77503 0.34722 -0.59224
P 2.00190 -0.83890 -0.78242
H -2.77232 0.22150 0.76947
H 0.45824 2.27497 0.20360
H 1.54215 -1.78987 -1.73196
H 1.82979 -1.49452 0.58976
*
```

Atomic partial charges in e from the natural (NBO) method, atoms 1 to 5:
1 O -0.597
2 C 0.517
3 N -0.590
4 C -0.035
5 C -0.166

=====

(2)
Entry from OMol25: a gas-phase ion, C3H4NOS (charge -1) in a non-equilibrium geometry (ωB97M-V/def2-TZVPD).

DFT total energy, a.u.: -644.78311
Orbital gap (spin up / spin down), eV: 3.302 / 6.219
Relative energy (zero: lowest compared OMol25 entry of this formula, charge and spin), kJ/mol: 0.0
HOMO (spin up / spin down), Ha: 0.0130 / -0.1508
Max |F|, eV/A: 5.81

Geometry as ORCA input:
```
! wB97M-V def2-TZVPD RIJCOSX def2/J DEFGRID3
* xyz -1 3
C 0.79365 -0.42152 0.45038
C -1.52205 0.43691 -0.19063
C -0.18593 -0.18976 -0.74630
N 1.92509 0.19558 0.39951
O -2.45617 -0.33298 0.09521
S -1.49802 2.06173 -0.22613
H 0.51458 -1.13472 1.24766
H 0.27549 0.47038 -1.40904
H -0.24107 -1.24551 -0.97469
H 2.39444 0.15989 1.35402
*
```

Atomic partial charges in e from the natural (NBO) method, atoms 1 to 5:
1 C 0.103
2 C -0.006
3 C -0.547
4 N -0.748
5 O -0.732

=====

(3)
Entry from OMol25: a molecular structure, C3H4NP in a non-equilibrium geometry (ωB97M-V/def2-TZVPD).

DFT total energy, a.u.: -512.64038
Orbital gap, eV: 7.871
Relative energy (zero: lowest compared OMol25 entry of this formula, charge and spin), kJ/mol: 355.8
HOMO, Ha: -0.3312
Max |F|, eV/A: 5.51

Geometry as ORCA input:
```
! wB97M-V def2-TZVPD RIJCOSX def2/J DEFGRID3
* xyz 0 1
C -1.21323 0.22527 -0.00404
C 0.35739 1.31551 0.15983
C -0.69842 -1.02407 0.02248
N 0.66041 -1.31829 0.05732
P 1.44997 0.03509 -0.18619
H -2.21129 0.66814 -0.31285
H 0.23091 1.98514 -0.62670
H -1.22042 -1.86347 0.16665
H 2.64467 -0.02331 0.72351
*
```

Atomic partial charges in e from the natural (NBO) method, atoms 1 to 5:
1 C -0.201
2 C -0.677
3 C -0.082
4 N -0.795
5 P 1.080

=====

(4)
Entry from OMol25: C3H4NP in the gas phase in a non-equilibrium geometry (ωB97M-V/def2-TZVPD).

DFT total energy, a.u.: -512.75079
Orbital gap, eV: 9.529
Relative energy (zero: lowest compared OMol25 entry of this formula, charge and spin), kJ/mol: 65.9
HOMO, Ha: -0.3395
Max |F|, eV/A: 4.48

Geometry as ORCA input:
```
! wB97M-V def2-TZVPD RIJCOSX def2/J DEFGRID3
* xyz 0 1
C -1.11684 0.38671 -0.32270
N -1.00924 -0.98891 -0.07820
C 0.18318 -1.35128 0.02627
P 1.57574 -0.00947 -0.11964
C 0.05020 1.06660 -0.18510
H -2.03797 0.79409 -0.42942
H 0.45881 -2.42239 0.17245
H 1.92256 0.38456 1.16400
H -0.02643 2.14010 -0.22766
*
```

Atomic partial charges in e from the natural (NBO) method, atoms 1 to 5:
1 C -0.059
2 N -0.413
3 C -0.103
4 P 0.435
5 C -0.487

=====

(5)
Entry from OMol25: a molecular structure, C3H4NP in a non-equilibrium geometry (ωB97M-V/def2-TZVPD).

DFT total energy, a.u.: -512.60926
Orbital gap, eV: 8.803
Relative energy (zero: lowest compared OMol25 entry of this formula, charge and spin), kJ/mol: 437.5
HOMO, Ha: -0.3245
Max |F|, eV/A: 2.53

Geometry as ORCA input:
```
! wB97M-V def2-TZVPD RIJCOSX def2/J DEFGRID3
* xyz 0 1
C 0.51014 -0.47861 -1.08076
C 0.19927 0.19676 1.70099
C -0.39551 0.49086 -1.07135
N 1.29684 -1.23634 -0.52277
P 1.24147 -0.93667 1.21367
H -0.31647 0.64895 0.83117
H -0.10948 1.41624 -1.54904
H -1.42326 0.19211 -1.23411
H 2.19412 -1.68766 1.85566
*
```

Atomic partial charges in e from the natural (NBO) method, atoms 1 to 5:
1 C 0.447
2 C -0.750
3 C -0.632
4 N -0.725
5 P 0.890

=====

(6)
Entry from OMol25: a gas-phase ion, C3H4NS (charge +1) in a non-equilibrium geometry (ωB97M-V/def2-TZVPD).

DFT total energy, a.u.: -569.22479
Orbital gap (spin up / spin down), eV: 7.073 / 6.924
Relative energy (zero: lowest compared OMol25 entry of this formula, charge and spin), kJ/mol: 322.2
HOMO (spin up / spin down), Ha: -0.5446 / -0.5360
Max |F|, eV/A: 7.72

Geometry as ORCA input:
```
! wB97M-V def2-TZVPD RIJCOSX def2/J DEFGRID3
* xyz 1 1
C -0.78653 0.87799 -0.45317
C -1.08728 0.13573 -1.52532
C 0.58930 -0.80934 0.27776
N 0.00560 0.48812 0.47085
S 0.12666 -1.32191 -1.39129
H -1.16860 1.82162 -0.39512
H 1.72454 -0.68057 0.50722
H 0.27157 -1.53683 1.17282
H 0.32474 1.02519 1.33625
*
```

Atomic partial charges in e from the natural (NBO) method, atoms 1 to 5:
1 C 0.016
2 C -0.055
3 C -0.485
4 N -0.362
5 S 0.525